{
  "formula": "C18H40N5OOsP3",
  "method": "ωB97M-V/def2-TZVPD",
  "species": ["Os", "P", "P", "P", "H", "C", "C", "H", "C", "C", "C", "C", "C", "C", "C", "C", "C", "H", "H", "H", "H", "H", "H", "H", "H", "H", "H", "H", "H", "H", "H", "H", "H", "H", "H", "H", "H", "H", "H", "H", "H", "H", "H", "H", "H", "H", "C", "C", "C", "C", "C", "C", "O", "H", "H", "H", "H", "H", "H", "N", "N", "N", "C", "N", "N", "H", "H", "H"],
  "positions_angstrom": [[-0.0019, 0.5268, 0.4185], [0.0823, 2.1521, -1.0724], [0.1248, 1.6104, 2.3708], [-2.2612, 0.5493, 0.5374], [3.3167, -3.1353, -0.9394], [2.6913, -3.2809, -1.8194], [2.7234, -2.5037, -2.9012], [3.4672, -1.7134, -3.0035], [1.6837, 2.5068, -1.8991], [-0.3683, 3.8556, -0.4872], [-1.0038, 1.9237, -2.5400], [0.5481, 0.3359, 3.6244], [1.5213, 2.7980, 2.5697], [-1.1581, 2.6188, 3.2147], [-3.2582, -0.2478, -0.7564], [-3.3744, 1.9454, 0.9625], [-2.4076, -0.5851, 1.9841], [2.1279, -4.2112, -1.8626], [2.2434, -2.8526, -3.8044], [2.0845, 1.5859, -2.3444], [2.4060, 2.8964, -1.1680], [1.5325, 3.2585, -2.6891], [0.3160, 4.1791, 0.3102], [-1.4005, 3.8785, -0.1142], [-0.2841, 4.5612, -1.3288], [-0.7412, 0.9746, -3.0336], [-0.8509, 2.7593, -3.2409], [-2.0601, 1.9036, -2.2406], [0.5171, 0.8194, 4.6086], [1.5672, -0.0290, 3.4305], [-0.1700, -0.4950, 3.5960], [1.2489, 3.4963, 3.3720], [1.6980, 3.3581, 1.6400], [2.4207, 2.2384, 2.8647], [-1.9598, 1.9961, 3.6243], [-1.6073, 3.3698, 2.5481], [-0.6818, 3.1441, 4.0582], [-4.2664, 0.1826, -0.7230], [-3.3380, -1.3291, -0.6012], [-2.8447, -0.0737, -1.7526], [-4.3024, 1.8421, 0.3928], [-2.9516, 2.9245, 0.7281], [-3.6334, 1.9217, 2.0242], [-3.3354, -1.1581, 1.8528], [-2.4465, -0.0210, 2.9291], [-1.5484, -1.2803, 2.0005], [-0.3499, -2.2986, -2.5451], [-0.2216, -2.6413, -1.0481], [-1.1332, -3.6698, -0.4778], [-2.1043, -4.2400, -1.2436], [-2.2537, -3.8364, -2.6136], [-1.5161, -2.8282, -3.2112], [0.5321, -1.5920, -3.0941], [-0.4333, -1.6719, -0.5552], [0.8372, -2.8574, -0.8227], [-1.0986, -3.7982, 0.6155], [-2.7710, -5.0181, -0.8314], [-2.9250, -4.4116, -3.2447], [-1.6306, -2.5020, -4.2545], [4.7359, -2.2582, 0.9672], [3.7346, -1.2782, 1.0408], [4.1613, 0.0280, 0.9237], [3.0184, 0.6321, 0.6230], [1.9775, -0.2142, 0.4709], [2.4774, -1.4918, 0.5953], [4.4158, -3.1018, 1.4356], [5.5761, -1.8603, 1.3809], [2.9058, 1.7130, 0.5487]],
  "atomic_forces_ev_per_a": [[0.6, -1.1, -0.4], [-0.3, 2.7, -2.3], [0.9, 1.9, 3.0], [-2.4, -0.5, 0.7], [-0.1, 0.1, -0.3], [0.2, -2.6, 2.7], [0.7, 1.7, -3.1], [-0.5, 0.2, 0.1], [0.3, -0.6, 0.5], [0.0, -0.5, 0.2], [0.0, -0.3, 0.3], [-0.1, -0.1, -0.4], [0.2, -0.2, -0.4], [-0.6, 0.0, -0.3], [0.0, -0.3, -0.6], [0.1, 0.6, 0.0], [-0.2, 0.0, -0.3], [0.0, 0.1, 0.1], [0.1, 0.2, -0.1], [0.0, 0.3, 0.0], [-0.1, 0.0, -0.3], [-0.1, -0.2, 0.3], [-0.3, 0.0, -0.3], [0.3, 0.1, -0.1], [0.0, -0.3, 0.2], [-0.1, 0.3, 0.1], [0.0, -0.3, 0.3], [0.3, 0.1, -0.1], [0.0, -0.2, -0.1], [-0.3, 0.0, 0.1], [0.3, 0.2, 0.2], [0.2, -0.2, -0.3], [0.1, -0.1, 0.4], [-0.2, 0.3, -0.1], [0.1, 0.1, -0.1], [0.3, -0.2, 0.2], [-0.1, -0.3, -0.3], [0.2, -0.3, -0.1], [0.1, 0.1, 0.0], [-0.1, 0.0, 0.1], [0.2, 0.0, 0.1], [-0.1, -0.2, 0.1], [0.1, 0.0, -0.1], [0.2, 0.0, 0.3], [0.0, -0.3, -0.4], [-0.4, 0.0, 0.1], [0.7, -0.2, 1.4], [0.2, -1.3, -1.4], [1.3, 1.9, 0.9], [-1.6, -0.6, -2.5], [-0.7, -1.7, 1.5], [1.3, 1.0, -0.9], [-1.0, -0.8, 0.5], [0.0, 1.2, 0.6], [-0.5, 0.3, 0.3], [0.1, -0.4, -0.6], [0.4, 0.5, -0.3], [-0.3, 0.2, 0.1], [-0.3, -0.4, 0.4], [-1.3, 0.3, 0.1], [0.1, 1.2, -2.8], [-1.9, -1.6, 0.7], [0.4, 0.1, 0.3], [1.8, -1.6, -0.3], [1.0, 2.1, 1.9], [0.2, 0.0, 0.3], [0.1, -0.1, 0.0], [0.3, -0.5, 0.0]],
  "lowdin_spin": [1.032, 0.056, 0.075, 0.073, 0.012, 0.417, 0.308, 0.007, 0.014, 0.007, 0.016, 0.002, 0.030, 0.025, 0.020, 0.030, 0.003, 0.011, 0.007, 0.001, 0.000, 0.001, 0.000, 0.000, 0.001, 0.003, 0.001, 0.000, 0.001, 0.000, 0.000, 0.004, 0.001, 0.000, 0.001, 0.000, 0.003, 0.002, 0.001, 0.002, 0.002, 0.000, 0.001, -0.001, 0.001, 0.001, 0.133, 0.106, 0.333, 0.175, 0.156, 0.340, 0.382, 0.062, 0.020, 0.010, 0.003, 0.003, 0.009, 0.006, 0.014, 0.001, 0.022, 0.043, 0.010, 0.000, 0.000, 0.003],
  "homo_lumo_gap_ev": [4.2759, 5.1982],
  "fmax_ev_per_a": 3.69,
  "e_homo_ev": [-17.9, -21.0],
  "energy_ev": -59097.6681,
  "total_charge": 4,
  "relative_energy_kj_mol": 419.9,
  "spin_multiplicity": 5
}